No. 1
{"formula": "C14H32CoN6O6S", "method": "the ωB97M-V functional and the def2-TZVPD basis", "elements": ["O", "H", "Co", "N", "N", "N", "N", "O", "O", "O", "O", "C", "C", "C", "C", "C", "H", "H", "H", "C", "H", "H", "H", "C", "C", "H", "H", "H", "H", "H", "H", "H", "H", "C", "H", "H", "H", "O", "H", "H", "C", "C", "N", "C", "S", "N", "C", "C", "H", "H", "H", "H", "H", "H", "H", "H", "H", "H", "H", "H"], "xyz": [[0.0542, -0.2691, -3.0129], [-0.2556, 0.2176, -3.7945], [-0.0462, -0.0842, -0.2015], [-0.1768, 1.5421, 0.7328], [1.6294, 0.5740, -0.7240], [-1.2445, -0.9754, 0.9057], [0.4537, -1.8429, -0.6170], [-0.9991, 1.8624, 1.6914], [-1.8998, -0.4716, 1.9655], [1.5726, -2.2553, -1.1765], [2.6424, -0.0475, -1.2295], [1.8028, 1.8938, -0.4432], [0.7862, 2.4420, 0.3740], [-1.3865, -2.3029, 0.6854], [-0.4240, -2.7992, -0.2350], [0.7763, 3.8332, 0.8922], [1.2761, 3.8849, 1.8708], [-0.2447, 4.2177, 0.9846], [1.3293, 4.4878, 0.2082], [3.0447, 2.5398, -0.9273], [3.1063, 2.4900, -2.0232], [3.9377, 2.0477, -0.5193], [3.0705, 3.5950, -0.6399], [-2.4052, -3.1286, 1.3839], [-0.3133, -4.2068, -0.6941], [-3.0443, -2.5053, 2.0166], [-1.9300, -3.8963, 2.0120], [-3.0378, -3.6586, 0.6589], [0.4204, -4.2999, -1.5002], [-1.2842, -4.5694, -1.0604], [-0.0162, -4.8645, 0.1333], [-1.6157, 0.5378, 1.9383], [2.1447, -1.3173, -1.2575], [-0.9069, 0.2486, -1.8056], [-0.3990, 1.0694, -1.2761], [-1.1951, -0.6354, -1.2214], [-1.8324, 0.6764, -2.1992], [-2.6697, 4.0495, 0.8414], [-3.5880, 3.9781, 0.5407], [-2.4310, 3.1578, 1.1673], [0.5797, 2.3535, 5.5153], [0.1689, 1.1533, 4.6854], [1.3832, 0.5374, 4.1019], [1.2896, -0.6125, 3.3826], [2.0413, -0.7410, 1.8644], [0.5916, -1.6487, 3.8922], [0.5989, -1.9859, 5.3271], [-0.6318, -2.8018, 5.6753], [1.3832, 2.0922, 6.2117], [-0.2824, 2.7021, 6.0886], [0.9176, 3.1706, 4.8688], [-0.3486, 0.4014, 5.2889], [-0.5114, 1.4628, 3.8722], [1.9734, 1.2221, 3.6245], [0.6046, -2.4669, 3.2786], [1.5097, -2.5652, 5.5498], [0.6463, -1.0540, 5.8968], [-0.5183, -3.8385, 5.3394], [-0.7653, -2.8118, 6.7608], [-1.5352, -2.3794, 5.2200]], "forces_ev_per_a": [[-2.45, 1.30, 2.20], [0.11, -0.18, 0.36], [5.39, -2.07, 7.85], [-0.84, -0.03, -0.15], [0.02, -0.49, -0.98], [-1.41, -3.69, 0.37], [-1.50, -3.57, 0.69], [-0.17, -0.10, 0.19], [-0.28, 0.72, -0.18], [0.11, 0.66, -0.44], [-0.02, -0.48, 0.06], [-1.38, 2.21, 1.92], [2.97, 0.16, -1.70], [-0.55, 3.41, 0.86], [2.36, 1.66, -1.77], [0.11, 0.42, 0.02], [-0.23, 0.07, -0.11], [0.22, -0.10, 0.06], [-0.13, -0.13, 0.20], [0.21, 0.74, -0.10], [0.04, -0.11, 0.25], [-0.29, 0.03, -0.11], [0.02, -0.19, -0.02], [-0.10, -0.30, 0.33], [-0.02, -0.43, 0.16], [0.22, -0.12, -0.17], [-0.11, 0.15, -0.11], [0.20, 0.12, 0.08], [-0.13, 0.11, 0.26], [0.18, 0.13, 0.12], [0.03, 0.02, -0.18], [-0.21, -0.31, 0.10], [-0.01, -0.37, -0.29], [-0.84, 0.31, -6.77], [-0.71, 0.78, -1.63], [-1.08, -0.06, -1.50], [0.19, -0.17, -0.21], [-0.40, -0.46, -0.01], [0.37, 0.04, 0.13], [0.11, 0.44, -0.13], [-0.16, -0.01, 0.11], [0.07, -0.13, -0.15], [-0.31, 0.32, -0.03], [0.63, -0.06, -1.16], [-0.20, -0.11, 0.89], [0.08, -0.46, 0.31], [0.04, 0.14, -0.32], [-0.13, -0.05, 0.23], [-0.12, 0.05, -0.08], [0.13, 0.11, -0.05], [-0.01, -0.09, 0.13], [0.06, 0.29, -0.09], [0.26, -0.15, 0.32], [-0.32, -0.41, 0.10], [0.06, 0.57, 0.23], [-0.17, 0.22, 0.03], [0.03, -0.35, -0.08], [-0.10, 0.15, 0.01], [-0.03, -0.13, -0.12], [0.20, -0.02, 0.08]], "s_squared": 3.767, "gap_ev": [5.61, 7.24], "e_homo_ev": [-5.727, -7.955], "multiplicity": 4, "de_lowest_kj_mol": 0.0}



No. 2
{"formula": "C14H32MnNO3P2Si", "method": "the ωB97M-V functional and the def2-TZVPD basis", "elements": ["Mn", "P", "C", "C", "N", "C", "C", "C", "C", "C", "P", "H", "H", "H", "H", "H", "H", "H", "H", "O", "H", "H", "O", "H", "C", "H", "H", "H", "C", "H", "H", "H", "C", "H", "H", "H", "C", "H", "H", "H", "C", "Si", "C", "C", "O", "H", "H", "H", "H", "H", "H", "H", "H", "H"], "xyz": [[0.3796, -0.0964, 0.1250], [0.9671, 2.1696, -0.6606], [1.2747, 1.6864, -2.3097], [1.5639, 0.3467, -2.6000], [1.3183, -0.6169, -1.6098], [1.6925, -1.8961, -1.8342], [2.4516, -2.2414, -2.9437], [2.7099, -1.3020, -3.9452], [2.2510, -0.0186, -3.7845], [1.3076, -2.9871, -0.8475], [-0.2482, -2.5302, 0.0000], [2.4832, 0.7713, -4.5045], [2.8150, -3.2520, -2.9888], [3.2792, -1.5916, -4.8212], [1.1839, -3.9437, -1.3714], [2.0861, -3.1460, -0.0826], [-3.1507, 1.3044, -4.6201], [1.5566, 2.3766, -3.1049], [-4.3714, -1.0637, -0.7417], [-2.5337, 0.7171, -5.0756], [-2.6069, -0.0987, -4.5500], [-1.2173, 0.3850, 1.4718], [-5.3427, -1.1322, -0.7864], [-5.5766, -0.9189, 0.1572], [-1.5160, -3.1957, -1.1146], [-1.5532, -4.2889, -1.0053], [-2.5030, -2.7698, -0.8802], [-1.2753, -2.9578, -2.1580], [-0.2804, -3.6398, 1.4222], [-1.0671, -3.2691, 2.0940], [-0.5043, -4.6627, 1.0905], [0.6923, -3.6023, 1.9293], [2.4252, 3.0466, -0.0084], [2.3143, 4.1225, -0.2167], [2.4430, 2.8941, 1.0794], [3.3222, 2.6277, -0.4832], [-0.3449, 3.4036, -0.7086], [-0.8340, 3.4194, 0.2756], [0.0987, 4.3864, -0.9256], [-1.0610, 3.1224, -1.4915], [-1.1152, -0.0245, 4.6520], [-0.3370, 1.1678, 3.4802], [-1.3616, 2.7174, 3.3786], [1.4847, 1.4083, 3.5508], [-0.3703, 0.4672, 1.9156], [-1.0798, 0.4259, 5.6631], [-0.5735, -0.9822, 4.6801], [-2.1659, -0.2368, 4.3881], [-1.3642, 3.2141, 4.3648], [-0.9481, 3.4092, 2.6308], [-2.4026, 2.4796, 3.0877], [2.0437, 0.4756, 3.3744], [1.8323, 2.1322, 2.8001], [1.7282, 1.7881, 4.5632]], "forces_ev_per_a": [[1.23, 0.00, -1.23], [0.22, 0.06, -1.02], [0.46, -0.97, -0.59], [0.25, 0.81, 1.24], [-1.15, 0.61, 0.51], [1.20, -1.29, -0.69], [-0.84, -0.07, 1.13], [0.00, 0.80, -0.13], [0.28, -0.38, -0.46], [0.26, 0.47, -0.06], [0.52, -0.51, -0.29], [-0.21, -0.39, 0.21], [-0.04, -0.23, -0.30], [-0.03, 0.11, 0.06], [0.02, 0.21, 0.11], [-0.15, 0.20, -0.19], [0.00, 0.10, -0.31], [-0.44, 0.24, 0.33], [-0.57, -0.07, -0.34], [-0.07, -0.38, 0.83], [0.05, 0.29, -0.51], [-1.13, 0.17, 0.75], [0.68, 0.43, 1.73], [-0.12, -0.35, -1.39], [-0.53, 0.38, -0.22], [0.02, 0.32, 0.02], [0.24, -0.30, -0.11], [-0.03, 0.04, 0.22], [-0.20, 0.34, 0.38], [0.23, -0.42, 0.04], [0.08, 0.28, 0.18], [-0.32, -0.06, 0.00], [-0.14, -0.27, 0.52], [0.14, -0.42, -0.03], [0.33, 0.24, -0.33], [-0.20, 0.21, 0.28], [-0.34, -0.03, 0.39], [-0.05, 0.30, -0.32], [-0.24, -0.27, 0.06], [0.14, 0.15, 0.30], [0.16, -0.29, 0.14], [-0.24, 0.66, 0.80], [0.08, -0.09, -0.20], [0.39, 0.12, 0.56], [0.00, -0.91, -2.24], [-0.14, -0.31, -0.39], [-0.15, 0.26, 0.12], [0.35, 0.19, 0.19], [-0.12, -0.10, -0.44], [-0.13, -0.01, 0.29], [0.38, 0.17, 0.27], [-0.19, 0.20, 0.26], [-0.19, -0.06, 0.40], [0.23, -0.15, -0.56]], "s_squared": 6.221, "gap_ev": [4.76, 4.88], "e_homo_ev": [-13.595, -13.110], "multiplicity": 5, "total_charge": 2}